No. 1
102
Properties=species:S:1:pos:R:3 method="wB97M-V/def2-TZVPD" e_homo_ha=-0.28617 total_energy_ha=-6085.52090
In 0.872 -0.595 1.174
O 1.116 1.838 2.749
C 0.382 1.500 1.837
C -0.525 2.536 1.229
C -0.733 3.702 1.973
C -1.506 4.730 1.474
C -2.056 4.618 0.200
C -1.843 3.476 -0.547
C -1.107 2.403 -0.035
P -0.794 0.906 -1.071
C -2.457 0.395 -1.656
C -3.680 0.918 -1.247
C -4.869 0.393 -1.741
C -4.856 -0.673 -2.628
C -3.644 -1.234 -3.008
C -2.460 -0.709 -2.517
C -0.101 1.816 -2.538
C 0.920 2.744 -2.301
C 1.446 3.505 -3.332
C 0.973 3.348 -4.630
C -0.010 2.407 -4.884
C -0.542 1.645 -3.848
H -0.262 3.778 2.945
H -1.666 5.628 2.059
H -2.644 5.430 -0.212
H -2.240 3.414 -1.554
H -3.722 1.716 -0.517
H -5.812 0.815 -1.414
H -5.787 -1.082 -3.000
H -3.623 -2.087 -3.676
H -1.516 -1.175 -2.783
H 1.294 2.879 -1.294
H 2.220 4.233 -3.119
H 1.361 3.965 -5.431
H -0.379 2.267 -5.893
H -1.315 0.924 -4.074
O -1.750 -5.430 -2.188
C -2.786 -4.802 -1.684
O -3.914 -5.172 -1.906
C -2.548 -3.592 -0.811
C -3.577 -2.949 -0.160
Cl -5.211 -3.405 -0.168
N -3.075 -1.892 0.530
N -1.736 -1.824 0.356
C -1.398 -2.833 -0.427
C 0.082 -3.006 -0.729
O 0.455 -3.984 -1.378
O 0.898 -2.115 -0.323
C -3.715 -0.900 1.359
C -5.096 -0.729 1.409
C -5.640 0.275 2.197
C -4.831 1.124 2.931
C -3.457 0.954 2.874
C -2.904 -0.050 2.096
H -0.878 -4.989 -1.931
H -5.756 -1.349 0.834
H -6.716 0.394 2.219
H -5.262 1.909 3.539
H -2.799 1.605 3.431
H -1.836 -0.168 2.062
N -0.125 -0.197 4.573
C -0.576 -1.449 4.277
C -1.482 -2.107 5.128
C -1.920 -3.362 4.792
C -1.443 -3.972 3.630
C -0.571 -3.252 2.851
N -0.162 -2.003 3.133
H -0.260 0.142 5.508
H 0.684 0.163 4.083
H -1.817 -1.615 6.033
H -2.619 -3.882 5.437
H -1.741 -4.971 3.345
H -0.155 -3.690 1.953
N 2.336 0.448 -0.484
C 3.273 0.432 -1.161
N 4.315 0.376 -1.948
C 4.193 -0.004 -3.360
C 4.566 1.179 -4.246
C 5.951 1.708 -3.868
C 6.001 2.093 -2.388
C 5.616 0.903 -1.516
H 3.177 -0.345 -3.544
H 4.874 -0.840 -3.541
H 3.818 1.965 -4.112
H 4.541 0.869 -5.292
H 6.210 2.566 -4.490
H 6.700 0.931 -4.061
H 5.303 2.913 -2.196
H 7.000 2.434 -2.109
H 5.550 1.170 -0.464
H 6.357 0.106 -1.619
Br 6.533 -2.075 4.817
C 5.001 -1.690 3.756
C 4.096 -2.699 3.477
C 2.970 -2.398 2.720
C 2.730 -1.113 2.228
C 3.677 -0.131 2.523
C 4.811 -0.405 3.283
H 4.267 -3.701 3.848
H 2.274 -3.200 2.503
H 3.532 0.884 2.167
H 5.531 0.370 3.512


No. 2
96
Properties=species:S:1:pos:R:3 method="wB97M-V/def2-TZVPD" e_homo_ha=-0.25002 total_energy_ha=-3604.52412
Mg 0.186 0.440 1.607
C -2.243 -2.177 3.221
Si -1.879 -1.091 1.698
C -1.886 -2.404 0.279
C -3.066 -3.125 0.062
C -3.140 -4.160 -0.856
C -2.014 -4.520 -1.585
C -0.836 -3.816 -1.406
C -0.770 -2.752 -0.503
P 0.734 -1.731 -0.329
C 0.748 -0.679 -1.833
C 0.146 -1.016 -3.043
C 0.213 -0.155 -4.128
C 0.901 1.047 -4.023
C 1.525 1.383 -2.830
C 1.440 0.528 -1.740
C 2.102 -2.890 -0.673
C 3.076 -2.646 -1.638
C 4.167 -3.497 -1.770
C 4.298 -4.600 -0.940
C 3.332 -4.850 0.028
C 2.248 -3.998 0.164
C -3.526 -0.170 1.356
C -4.721 -0.557 1.978
C -5.935 0.040 1.676
C -5.994 1.045 0.719
C -4.829 1.456 0.096
C -3.603 0.875 0.424
P -2.071 1.457 -0.401
C -2.192 3.275 -0.275
C -3.033 3.916 0.632
C -2.978 5.294 0.794
C -2.081 6.051 0.057
C -1.228 5.422 -0.840
C -1.277 4.046 -0.996
C -2.494 1.102 -2.151
C -2.785 2.058 -3.118
C -3.102 1.673 -4.415
C -3.141 0.330 -4.758
C -2.860 -0.631 -3.796
C -2.532 -0.247 -2.506
H -3.041 -2.906 3.052
H -2.523 -1.567 4.086
H -1.343 -2.738 3.489
H -3.956 -2.866 0.628
H -4.072 -4.695 -0.995
H -2.055 -5.341 -2.290
H 0.047 -4.094 -1.971
H -0.404 -1.944 -3.132
H -0.278 -0.418 -5.056
H 0.950 1.718 -4.872
H 2.077 2.311 -2.744
H 1.954 0.786 -0.817
H 2.989 -1.787 -2.292
H 4.915 -3.294 -2.526
H 5.147 -5.263 -1.045
H 3.427 -5.707 0.682
H 1.506 -4.195 0.929
H -4.703 -1.358 2.709
H -6.839 -0.289 2.173
H -6.940 1.505 0.462
H -4.868 2.244 -0.649
H -3.734 3.338 1.219
H -3.643 5.775 1.500
H -2.043 7.126 0.182
H -0.516 6.003 -1.413
H -0.590 3.563 -1.681
H -2.777 3.111 -2.868
H -3.325 2.430 -5.157
H -3.394 0.033 -5.768
H -2.890 -1.684 -4.048
H -2.306 -1.008 -1.767
N 0.235 1.033 3.963
N 0.472 2.340 4.387
C 0.704 3.317 3.471
N 1.090 4.494 4.021
S 0.548 3.158 1.826
H -0.506 0.613 4.509
H 1.089 0.478 3.992
H 0.877 2.460 5.305
H 0.890 4.691 4.987
H 1.141 5.279 3.394
N 10.179 -1.209 1.757
C 9.051 -0.987 1.784
C 7.641 -0.710 1.818
C 7.178 0.465 2.407
C 5.822 0.729 2.438
C 4.905 -0.171 1.888
C 5.385 -1.347 1.298
C 6.739 -1.616 1.262
C 3.496 0.084 1.912
C 2.277 0.157 1.927
H 7.884 1.163 2.835
H 5.455 1.642 2.889
H 4.678 -2.046 0.868
H 7.105 -2.526 0.805


No. 3
104
Properties=species:S:1:pos:R:3 method="wB97M-V/def2-TZVPD" total_charge=+1 e_homo_ha=-0.40996 total_energy_ha=-3385.69398
C 5.279 -1.435 1.615
B 5.072 -1.577 0.088
O 6.023 -1.647 -0.870
N 3.643 -1.726 -0.503
C 2.827 -0.466 -0.235
C 3.556 0.799 -0.677
C 2.604 1.854 -1.253
C 1.826 2.648 -0.189
N 1.626 1.881 1.045
P 2.911 -3.310 0.122
P 0.907 -2.766 0.843
O 1.050 -2.014 2.083
O 0.288 -4.219 0.937
O 0.011 -1.974 -0.218
H 4.738 -0.588 2.043
H 4.966 -2.344 2.134
H 6.339 -1.294 1.823
H 6.668 -0.925 -0.884
H 3.724 -1.821 -1.516
H 2.588 -0.432 0.823
H 1.919 -0.566 -0.820
H 4.285 0.554 -1.459
H 4.116 1.216 0.162
H 1.908 1.400 -1.963
H 3.218 2.556 -1.817
H 0.864 2.938 -0.625
H 2.332 3.580 0.059
H 1.361 2.490 1.807
H 0.896 1.185 0.943
H 2.666 -3.947 -1.111
H -0.649 -4.261 0.682
H 0.188 -2.174 -1.148
C 1.786 10.513 4.752
C 2.276 10.004 3.554
C 1.946 8.719 3.158
C 1.130 7.934 3.963
C 0.651 8.440 5.174
C 0.977 9.734 5.560
C -0.196 7.610 6.080
O -0.616 8.049 7.127
C -0.504 6.213 5.652
C -1.250 5.395 6.491
C -1.554 4.101 6.105
C -1.122 3.618 4.873
C -0.378 4.432 4.037
C -0.058 5.725 4.424
C 0.774 6.561 3.510
O 1.150 6.127 2.440
H 2.040 11.520 5.055
H 2.916 10.613 2.929
H 2.314 8.312 2.227
H 0.592 10.114 6.496
H -1.583 5.785 7.443
H -2.132 3.465 6.763
H -1.367 2.609 4.571
H -0.030 4.081 3.075
C -5.743 4.920 -4.577
C -4.397 5.111 -4.868
C -3.435 4.332 -4.249
C -3.815 3.363 -3.328
C -5.167 3.183 -3.023
C -6.128 3.960 -3.657
C -5.609 2.178 -2.013
O -6.778 2.013 -1.752
C -4.550 1.378 -1.324
C -4.920 0.468 -0.339
C -3.954 -0.289 0.303
C -2.615 -0.142 -0.046
C -2.245 0.767 -1.020
C -3.207 1.535 -1.660
C -2.767 2.526 -2.687
O -1.592 2.635 -2.976
H -6.493 5.526 -5.067
H -4.100 5.869 -5.580
H -2.385 4.465 -4.469
H -7.171 3.804 -3.418
H -5.966 0.367 -0.087
H -4.243 -0.993 1.073
H -1.846 -0.714 0.453
H -1.206 0.901 -1.293
C -1.001 -9.649 0.890
C -0.495 -8.369 1.096
C 0.016 -7.653 0.028
C 0.031 -8.206 -1.243
C -0.460 -9.495 -1.447
C -0.982 -10.211 -0.377
C -0.419 -10.126 -2.799
O -0.851 -11.241 -2.982
C 0.180 -9.332 -3.913
C 0.276 -9.912 -5.170
C 0.815 -9.194 -6.224
C 1.256 -7.890 -6.029
C 1.166 -7.307 -4.776
C 0.635 -8.025 -3.711
C 0.571 -7.390 -2.368
O 0.946 -6.244 -2.187
H -1.406 -10.211 1.721
H -0.501 -7.936 2.088
H 0.412 -6.655 0.155
H -1.368 -11.206 -0.551
H -0.075 -10.925 -5.308
H 0.893 -9.650 -7.202
H 1.672 -7.330 -6.856
H 1.508 -6.295 -4.610


No. 4
113
Properties=species:S:1:pos:R:3 method="wB97M-V/def2-TZVPD" total_charge=-2 e_homo_ha=-0.08392 total_energy_ha=-5956.35457
Sr 8.962 12.633 13.814
C 15.966 7.566 12.953
C 16.763 6.189 13.051
S 16.117 5.140 14.407
C 17.198 5.621 15.712
C 16.632 6.568 16.730
S 15.409 7.678 16.182
C 16.132 9.259 15.993
C 17.414 9.214 15.173
S 16.990 9.152 13.400
H 15.458 7.814 11.954
H 14.988 7.541 13.503
H 16.585 5.562 12.158
H 17.849 6.363 13.266
H 17.234 4.698 16.321
H 18.210 5.839 15.331
H 16.083 6.002 17.529
H 17.363 6.921 17.388
H 15.443 9.899 15.344
H 16.318 9.721 16.965
H 17.959 10.119 15.164
H 18.030 8.414 15.616
N 8.989 13.353 11.585
S 7.778 13.697 10.800
N 7.426 15.313 10.573
S 8.154 16.538 10.852
N 8.322 16.905 12.295
S 8.919 16.274 13.703
N 8.566 15.066 14.466
C 10.714 16.329 13.630
C 11.318 15.569 12.595
C 12.704 15.629 12.621
C 13.394 16.380 13.606
C 12.819 17.234 14.525
C 11.340 17.147 14.495
C 8.286 17.600 14.885
C 8.075 19.041 14.566
C 7.674 19.823 15.677
C 7.642 19.353 16.927
C 7.840 17.957 16.954
C 8.148 16.974 16.010
C 7.154 17.790 9.913
C 7.525 17.769 8.705
C 6.758 18.952 7.804
C 5.652 19.511 8.398
C 5.438 19.382 9.799
C 6.147 18.521 10.590
C 9.750 16.603 9.805
C 10.730 17.536 10.069
C 11.945 17.590 9.269
C 12.145 16.620 8.334
C 11.193 15.393 8.156
C 9.971 15.508 9.024
C 7.604 13.123 9.066
C 8.481 12.052 8.805
C 8.665 11.549 7.481
C 7.878 12.172 6.500
C 7.007 13.298 6.701
C 6.807 13.648 8.075
C 6.201 13.242 11.685
C 6.194 12.647 12.972
C 4.813 12.447 13.296
C 3.677 12.783 12.525
C 3.846 13.508 11.376
C 5.107 13.786 10.892
H 10.415 15.063 11.953
H 13.263 14.727 12.054
H 14.381 16.231 13.657
H 13.362 17.676 15.381
H 10.642 17.731 15.181
H 8.463 19.689 13.745
H 7.554 20.925 15.451
H 7.544 19.672 17.860
H 7.636 17.520 17.931
H 4.021 17.818 18.672
H 8.704 18.135 7.962
H 7.138 19.293 6.667
H 5.494 20.305 7.806
H 4.552 20.055 10.159
H 6.728 18.670 11.556
H 9.796 18.145 10.510
H 12.702 18.178 8.965
H 13.233 16.326 8.023
H 11.122 14.276 7.696
H 8.920 15.111 8.953
H 9.036 11.787 9.682
H 9.367 10.722 7.407
H 8.014 11.993 5.527
H 6.275 13.551 5.907
H 5.996 14.280 8.396
H 4.308 18.984 19.256
H 4.496 11.928 14.209
H 2.573 12.765 12.948
H 3.056 13.846 10.784
H 5.215 14.073 9.864
O 4.363 18.089 19.513
S 14.243 4.250 9.568
C 15.683 4.625 8.843
N 16.657 4.938 8.305
F 13.056 9.708 11.705
C 11.803 9.299 12.042
F 11.805 7.935 11.999
F 11.001 9.699 11.026
C 11.254 9.905 13.430
O 10.787 11.132 13.335
C 10.183 8.975 13.949
F 9.428 8.865 12.839
F 9.412 9.489 14.935
F 10.480 7.768 14.428
C 12.533 10.102 14.393
F 13.160 11.271 14.160
F 12.014 10.135 15.663
F 13.477 9.107 14.417